Entry 1
The following is a quantum chemistry calculation of a cluster of 8 separate species, H16O8 in total, from the OMol25 dataset.

Last column: natural (NBO) charge in e.
CARTESIAN COORDINATES (ANGSTROEM)
O: -2.06 -2.75 0.71  -0.976
H: -2.98 -2.52 0.75  0.486
H: -1.77 -2.49 -0.16  0.496
O: 2.10 -0.55 -0.79  -0.962
H: 1.81 -1.40 -0.45  0.498
H: 2.86 -0.33 -0.25  0.461
O: -0.54 4.02 1.42  -0.940
H: -1.04 4.75 1.06  0.468
H: -0.30 3.49 0.66  0.471
O: 0.66 -2.36 0.89  -0.978
H: 0.86 -2.24 1.81  0.468
H: -0.30 -2.46 0.86  0.501
O: -1.15 0.31 -0.97  -0.973
H: -0.49 -0.02 -0.36  0.507
H: -1.08 1.27 -0.91  0.480
O: 0.77 0.67 1.39  -0.957
H: 0.61 1.13 2.22  0.485
H: 1.54 0.13 1.55  0.476
O: -1.58 -2.10 -2.03  -0.988
H: -1.60 -1.16 -1.85  0.500
H: -1.25 -2.18 -2.92  0.482
O: 1.90 2.49 -0.69  -0.958
H: 1.57 2.59 -1.58  0.463
H: 1.48 1.70 -0.36  0.489

Summary:
SMILES: O.O.O.O.O.O.O.O

Entry 2
The following is a quantum chemistry calculation of a structure of composition H16O8, from the OMol25 dataset.

Last column: natural (NBO) charge in e.
CARTESIAN COORDINATES (ANGSTROEM)
O: -0.86 1.44 1.83  -0.927
H: 0.01 1.77 2.05  0.504
H: -1.10 0.88 2.58  0.479
O: -0.52 1.13 -1.79  -0.949
H: -1.14 0.48 -2.10  0.513
H: -0.18 1.54 -2.58  0.518
O: 1.33 2.07 -1.08  -0.936
H: 0.80 2.82 -0.81  0.461
H: 0.96 1.33 -0.61  0.468
O: 1.34 -1.25 0.08  -0.987
H: 0.59 -0.72 0.36  0.418
H: 2.10 -0.69 0.21  0.485
O: -0.23 -0.08 0.07  -0.934
H: -0.78 0.37 0.71  0.496
H: -0.36 0.41 -0.74  0.483
O: 1.49 -0.20 2.31  -0.944
H: 0.90 -0.65 1.70  0.463
H: 1.06 -0.29 3.16  0.456
O: -2.01 -0.80 -1.31  -0.967
H: -1.22 -1.06 -0.82  0.500
H: -2.62 -0.49 -0.64  0.457
O: 0.00 -2.55 -1.19  -0.978
H: 0.40 -2.02 -0.51  0.461
H: 0.04 -3.44 -0.85  0.459

Relative energies, in eV, with the most stable structure set to zero: entry 1 0.000; entry 2 5.812.

Entry 1
The following is a quantum chemistry calculation of a cluster of 8 separate species, H16O8 in total, from the OMol25 dataset.

Last column: natural (NBO) charge in e.
CARTESIAN COORDINATES (ANGSTROEM)
H: 0.49 -1.31 0.74  0.457
H: 0.40 -0.59 -0.60  0.478
H: -2.75 -0.85 -0.43  0.468
H: -3.38 -1.53 -1.64  0.472
H: 0.56 -2.72 -3.05  0.472
H: -0.60 -3.46 -2.38  0.471
H: 0.76 -2.38 5.12  0.468
H: -0.06 -3.00 4.01  0.468
H: 1.87 1.14 2.55  0.475
H: 1.06 0.56 1.40  0.455
H: 2.39 2.47 -2.12  0.463
H: 2.53 1.04 -1.62  0.467
H: 0.03 3.30 -2.21  0.461
H: -1.12 2.49 -2.78  0.462
H: -0.52 2.19 1.45  0.475
H: -1.17 3.49 1.91  0.469
O: 0.61 -1.45 -0.21  -0.933
O: -3.55 -1.32 -0.72  -0.940
O: -0.40 -2.85 -3.10  -0.943
O: 0.80 -3.06 4.44  -0.935
O: 1.72 1.24 1.60  -0.930
O: 1.88 1.66 -1.96  -0.930
O: -0.27 2.40 -2.34  -0.924
O: -1.28 2.53 1.93  -0.947

Summary:
SMILES: O.O.O.O.O.O.O.O

Entry 2
The following is a quantum chemistry calculation of a cluster of 8 separate species, H16O8 in total, from the OMol25 dataset.

Last column: natural (NBO) charge in e.
CARTESIAN COORDINATES (ANGSTROEM)
O: 2.54 2.42 -2.40  -0.956
H: 2.15 3.32 -2.29  0.453
H: 2.06 1.87 -1.74  0.486
O: -3.36 0.56 1.28  -0.953
H: -3.32 -0.19 0.52  0.464
H: -2.97 1.30 0.81  0.472
O: 1.43 0.31 -1.89  -0.966
H: 1.67 -0.58 -1.59  0.511
H: 0.71 -0.13 -2.46  0.469
O: -0.30 -0.13 0.25  -1.012
H: -1.09 -0.65 0.20  0.494
H: 0.00 0.18 -0.64  0.496
O: -0.56 2.93 1.11  -0.940
H: 0.28 3.43 1.00  0.461
H: -0.21 2.10 0.67  0.475
O: 2.27 -1.90 -0.54  -0.977
H: 2.07 -2.77 -0.86  0.471
H: 2.05 -1.91 0.42  0.518
O: -2.64 -1.99 0.30  -0.934
H: -3.43 -2.21 -0.05  0.478
H: -2.53 -2.42 1.07  0.479
O: 1.44 -1.21 2.17  -0.961
H: 0.98 -1.78 2.73  0.465
H: 0.76 -0.55 1.92  0.506

Summary:
SMILES: O.O.O.O.O.O.O.O

Entry 3
The following is a quantum chemistry calculation of a cluster of 8 separate species, H16O8 in total, from the OMol25 dataset.

Last column: natural (NBO) charge in e.
CARTESIAN COORDINATES (ANGSTROEM)
O: 0.33 1.03 0.54  -0.960
H: 0.32 0.12 0.81  0.485
H: 0.66 1.52 1.27  0.474
O: -0.21 -1.77 2.88  -0.972
H: 0.71 -1.80 3.06  0.485
H: -0.70 -2.56 2.83  0.493
O: 0.72 3.57 -1.81  -0.969
H: -0.05 3.94 -1.26  0.486
H: 0.98 2.68 -1.59  0.483
O: -0.55 -1.66 -0.07  -0.941
H: -1.21 -1.07 0.38  0.479
H: 0.04 -1.91 0.66  0.469
O: 1.20 -1.41 -2.35  -0.943
H: 0.99 -2.33 -2.55  0.451
H: 0.84 -1.44 -1.46  0.483
O: 2.44 -1.54 0.31  -0.949
H: 2.38 -2.24 0.96  0.465
H: 3.11 -0.89 0.54  0.488
O: -3.28 1.75 0.55  -0.921
H: -2.52 1.37 0.97  0.462
H: -3.91 1.80 1.24  0.460
O: -1.05 0.69 -2.01  -0.952
H: -0.71 1.06 -1.18  0.473
H: -0.53 1.11 -2.72  0.473

Summary:
SMILES: O.O.O.O.O.O.O.O

Relative energies, in eV, with the most stable structure set to zero: entry 1 0.204; entry 2 0.000; entry 3 0.091.

Entry 1
The following is a quantum chemistry calculation of the ion CH3O3S2 with charge -1, from the OMol25 dataset.

Last column: natural (NBO) charge in e.
CARTESIAN COORDINATES (ANGSTROEM)
C: -0.04 0.28 -0.30  -0.821
O: 1.83 1.02 1.36  -1.015
O: 1.93 1.98 -0.87  -1.026
O: 4.31 -1.41 0.48  -0.924
S: 4.08 -0.09 -0.32  0.449
S: 1.88 0.74 -0.10  1.673
H: -0.46 0.27 -1.34  0.211
H: -0.45 1.14 0.29  0.230
H: 0.07 -0.68 0.42  0.225

Summary:
Charge: -1
SMILES: CS(=O)(=O)S[O-]

Entry 2
The following is a quantum chemistry calculation of a cluster of 2 separate species, CH3O3S2 in total, from the OMol25 dataset.

Last column: natural (NBO) charge in e.
CARTESIAN COORDINATES (ANGSTROEM)
C: 0.14 -0.39 -0.02  -0.458
O: -0.31 2.44 1.83  -1.030
O: 1.92 2.74 0.89  -1.019
O: 0.18 3.84 -0.39  -0.996
S: -0.55 -0.74 -1.37  -0.007
S: 0.53 2.42 0.59  1.682
H: 1.08 -0.03 0.03  0.182
H: -0.39 -0.34 0.89  0.191
H: -0.46 3.77 -1.33  0.455

Summary:
Charge: -1

Relative energies, in eV, with the most stable structure set to zero: entry 1 0.603; entry 2 0.000.

Entry 1
The following is a quantum chemistry calculation of the molecule C10H9N, from the OMol25 dataset.

Last column: natural (NBO) charge in e.
CARTESIAN COORDINATES (ANGSTROEM)
C: -2.35 2.04 -1.05  -0.225
C: -1.77 1.19 -1.98  -0.213
C: -0.79 0.23 -1.48  -0.173
C: -0.33 0.24 -0.14  -0.081
C: -1.02 1.08 0.76  -0.180
C: -2.02 2.01 0.30  -0.213
C: 0.70 -0.72 0.33  0.122
C: 0.63 -2.05 0.69  -0.296
C: 1.91 -2.39 1.12  -0.267
C: 2.78 -1.38 0.97  -0.082
H: -3.10 2.59 -1.48  0.210
H: -1.77 1.15 -3.05  0.223
H: -0.29 -0.46 -2.13  0.209
H: -0.63 1.00 1.70  0.211
H: -2.66 2.75 0.95  0.227
H: -0.28 -2.60 0.71  0.225
H: 2.14 -3.27 1.31  0.192
H: 3.84 -1.26 1.12  0.213
H: 2.27 0.53 0.41  0.367
N: 2.00 -0.27 0.47  -0.470

Summary:
SMILES: c1ccc(-c2ccc[nH]2)cc1

Entry 2
The following is a quantum chemistry calculation of the molecule C10H9N, from the OMol25 dataset.

Last column: natural (NBO) charge in e.
CARTESIAN COORDINATES (ANGSTROEM)
C: 3.30 0.00 0.04  -0.244
C: 2.54 1.18 0.12  -0.196
C: 1.12 1.26 0.13  -0.185
C: 0.47 -0.04 -0.05  -0.064
C: 1.14 -1.17 -0.19  -0.206
C: 2.57 -1.20 -0.18  -0.207
C: -1.04 0.08 -0.11  0.098
C: -1.89 0.18 -1.12  -0.275
C: -3.22 0.14 -0.66  -0.280
C: -3.10 -0.15 0.68  -0.047
H: 4.50 -0.05 0.01  0.235
H: 3.16 2.28 0.24  0.206
H: 0.53 2.02 0.29  0.208
H: 0.47 -2.21 -0.15  0.226
H: 3.29 -2.14 -0.13  0.227
H: -1.62 0.34 -2.07  0.211
H: -4.04 0.26 -1.06  0.191
H: -3.87 -0.32 1.27  0.190
H: -1.33 -0.40 2.18  0.445
N: -1.77 -0.21 1.07  -0.533

Summary:
SMILES: c1ccc(-c2ccc[nH]2)cc1

Entry 3
The following is a quantum chemistry calculation of the molecule C10H9N, from the OMol25 dataset.

Last column: natural (NBO) charge in e.
CARTESIAN COORDINATES (ANGSTROEM)
C: -1.97 -1.79 -1.82  -0.180
C: -0.90 -1.13 -2.39  -0.253
C: -0.10 -0.43 -1.60  -0.173
C: -0.28 -0.19 -0.27  -0.095
C: -1.32 -0.92 0.35  -0.175
C: -2.18 -1.71 -0.38  -0.232
C: 0.68 0.53 0.58  0.104
C: 2.07 0.37 0.86  -0.292
C: 2.46 1.47 1.65  -0.296
C: 1.40 2.25 1.91  -0.053
H: -2.83 -2.39 -2.44  0.219
H: -0.83 -1.02 -3.51  0.227
H: 0.89 0.01 -1.95  0.215
H: -1.30 -0.85 1.44  0.217
H: -2.92 -2.31 0.05  0.214
H: 2.75 -0.48 0.47  0.237
H: 3.57 1.48 2.18  0.227
H: 1.32 3.06 2.38  0.183
H: -0.76 2.31 1.20  0.439
N: 0.26 1.73 1.31  -0.534

Summary:
SMILES: c1ccc(-c2ccc[nH]2)cc1

Relative energies, in eV, with the most stable structure set to zero: entry 1 0.000; entry 2 1.433; entry 3 0.067.

Entry 1
The following is a quantum chemistry calculation of a cluster of 2 separate species, C3HCl2NOS in total, from the OMol25 dataset.

Last column: natural (NBO) charge in e.
CARTESIAN COORDINATES (ANGSTROEM)
C: 2.79 0.19 1.44  0.699
C: 1.18 -1.62 -0.69  0.191
C: 2.24 0.64 0.30  -0.404
N: 1.60 -1.60 -1.82  -0.674
O: 3.25 -0.45 2.26  -0.369
S: 0.48 -2.10 0.59  0.014
Cl: 3.21 0.77 -1.18  0.042
Cl: 0.92 1.80 0.37  0.052
H: 1.51 -1.12 -2.74  0.449

Summary:
SMILES: O=C=C(Cl)Cl.N=C=S

Entry 2
The following is a quantum chemistry calculation of a cluster of 2 separate species, C3HCl2NOS in total, from the OMol25 dataset.

Last column: natural (NBO) charge in e.
CARTESIAN COORDINATES (ANGSTROEM)
C: 2.96 -1.05 0.85  0.685
C: -0.24 -1.56 -0.16  0.236
C: 2.15 -0.05 0.93  -0.418
N: -0.71 -0.47 -0.16  -0.675
O: 3.48 -2.04 0.71  -0.362
S: 0.41 -2.98 -0.33  -0.014
Cl: 2.03 1.08 -0.39  0.050
Cl: 1.37 0.49 2.37  0.069
H: -0.25 0.44 -0.23  0.430

Summary:
SMILES: O=C=C(Cl)Cl.N=C=S

Relative energies, in eV, with the most stable structure set to zero: entry 1 0.467; entry 2 0.000.